1.
ORCA calculation (ωB97M-V/def2-TZVPD) on a structure of composition C25H43F3P2Y.

Calculated values
* Kohn-Sham gap: 7.06 eV
* HOMO level: -10.2 eV
* total charge: +1
* calculated total energy: -1998.695291 hartree

Each line ends with the Mulliken charge.
Positions of all 74 atoms, in Å:
1 Y -0.003 0.987 0.611  -0.78
2 C 1.861 2.687 1.748  0.77
3 C 1.674 3.051 0.375  0.42
4 C -0.182 3.738 1.570  0.88
5 C 0.717 3.116 2.478  0.60
6 C 0.397 3.697 0.268  0.51
7 C 3.087 2.103 2.363  -1.94
8 H 3.701 1.578 1.622  0.36
9 H 2.814 1.385 3.147  0.43
10 H 3.703 2.887 2.834  0.34
11 C 0.565 3.118 3.953  -1.48
12 H 1.469 2.743 4.446  0.43
13 H -0.271 2.480 4.260  0.23
14 H 0.360 4.136 4.321  0.31
15 C -1.412 4.465 1.965  -1.62
16 H -1.189 5.195 2.757  0.31
17 H -2.161 3.772 2.367  0.24
18 H -1.856 4.985 1.110  0.44
19 C -0.202 4.302 -0.958  -1.68
20 H 0.025 5.380 -1.026  0.35
21 H -1.296 4.192 -0.943  0.37
22 H 0.162 3.815 -1.874  0.28
23 C 2.703 2.955 -0.709  -1.50
24 H 3.326 3.868 -0.756  0.35
25 H 2.233 2.825 -1.695  0.31
26 H 3.382 2.105 -0.545  0.34
27 C 0.261 -4.178 -0.486  -0.38
28 C 1.528 -3.737 -0.471  -0.12
29 C 2.391 -3.658 -1.682  -0.74
30 C 1.676 -3.093 -2.933  -1.21
31 C 0.640 -2.044 -2.669  0.24
32 C -0.673 -2.337 -2.695  -0.61
33 C -1.256 -3.709 -2.544  -0.99
34 C -0.463 -4.718 -1.671  -1.34
35 H 2.777 -4.660 -1.937  0.38
36 H 1.261 -3.943 -3.495  0.30
37 H 3.280 -3.048 -1.473  0.36
38 H 0.202 -5.300 -2.323  0.35
39 H -0.286 -4.291 0.457  0.71
40 H 2.023 -3.549 0.484  0.65
41 H -1.208 -5.431 -1.289  0.47
42 H -2.275 -3.615 -2.134  0.22
43 H -1.423 -1.582 -2.934  0.81
44 H -1.384 -4.167 -3.543  0.51
45 H 2.454 -2.674 -3.590  0.39
46 H 0.998 -1.008 -2.676  0.36
47 P 0.118 -1.398 1.519  0.93
48 P -2.133 0.711 -1.075  1.21
49 C -1.181 -1.847 0.222  1.31
50 C -2.381 -1.021 -0.417  -1.69
51 H -1.624 -2.767 0.627  0.97
52 H -0.520 -2.141 -0.596  -1.81
53 H -2.750 -1.615 -1.269  0.74
54 H -3.182 -0.994 0.334  0.70
55 C -3.783 1.460 -0.996  -1.40
56 H -3.728 2.501 -1.339  0.43
57 H -4.140 1.473 0.042  0.36
58 H -4.514 0.922 -1.617  0.44
59 C -1.748 0.778 -2.860  -1.45
60 H -2.536 0.337 -3.487  0.45
61 H -0.797 0.282 -3.090  0.32
62 H -1.617 1.831 -3.148  0.46
63 C 0.661 -2.712 2.648  -1.18
64 H 1.693 -2.500 2.983  0.42
65 H 0.619 -3.715 2.196  0.43
66 H 0.005 -2.696 3.538  0.38
67 C 1.548 -0.914 0.328  -0.13
68 H 1.629 0.044 -0.273  0.04
69 H 1.560 -1.689 -0.440  -0.67
70 H 2.470 -0.990 0.911  0.84
71 F -1.088 0.502 3.738  -0.31
72 C -1.658 0.426 2.459  0.15
73 F -2.552 -0.628 2.565  -0.25
74 F -2.504 1.537 2.415  -0.27


2.
ORCA calculation (ωB97M-V/def2-TZVPD) on the molecule C5H14N2O.

Calculated values
* Kohn-Sham gap: 9.67 eV
* HOMO level: -8.8 eV
* ΔE to the lowest compared entry with this formula, charge and spin: 76.9 kcal/mol
* calculated total energy: -383.578083 hartree
* SMILES: CNC[C@@H](N)[C@@H](C)O

Each line ends with the Mulliken charge.
Positions of all 22 atoms, in Å:
1 C -1.204 2.490 1.589  -0.88
2 N -1.030 1.341 0.628  -0.25
3 C 0.397 1.077 0.258  -0.89
4 C 0.534 -0.016 -0.828  0.45
5 N 1.864 -0.484 -1.181  -0.68
6 C -0.197 -1.300 -0.192  0.02
7 C -0.483 -2.398 -1.235  -1.30
8 O 0.752 -1.630 0.726  -0.57
9 H -0.856 2.255 2.670  0.27
10 H -0.494 3.352 1.506  0.28
11 H -2.160 2.987 1.719  0.35
12 H -1.516 1.633 -0.242  0.22
13 H 0.928 0.564 1.204  0.22
14 H 1.037 1.963 0.220  0.42
15 H -0.123 0.323 -1.764  0.20
16 H 2.347 -1.032 -0.468  0.22
17 H 2.442 0.279 -1.515  0.24
18 H -1.126 -1.060 0.361  0.39
19 H -1.266 -3.118 -1.045  0.40
20 H -1.058 -1.827 -2.037  0.27
21 H 0.423 -2.945 -1.536  0.35
22 H 0.788 -2.455 1.159  0.29


3.
ORCA calculation (ωB97M-V/def2-TZVPD) on the molecule C3H3IN2O.

Calculated values
* Kohn-Sham gap: 9.67 eV
* HOMO level: -9.7 eV
* ΔE to the lowest compared entry with this formula, charge and spin: 33.1 kcal/mol
* calculated total energy: -598.483250 hartree
* SMILES: ICc1ncon1

Each line ends with the Mulliken charge.
Positions of all 10 atoms, in Å:
1 I -2.943 0.246 -0.017  0.07
2 C -1.012 1.103 0.409  -0.92
3 C 0.004 0.071 0.394  0.52
4 N 0.706 0.009 -0.991  -0.48
5 C 1.458 -0.975 -0.836  0.15
6 O 1.453 -1.488 0.472  -0.16
7 N 0.526 -0.777 1.144  -0.32
8 H -0.952 1.696 -0.534  0.35
9 H -1.360 1.708 1.339  0.39
10 H 2.120 -1.593 -1.379  0.40


4.
ORCA calculation (ωB97M-V/def2-TZVPD) on a structure of composition C21H22IN3RuS2.

Calculated values
* Kohn-Sham gap (alpha / beta): 6.60 / 5.74 eV
* spin multiplicity: 2
* HOMO level (alpha / beta): -10.8 / -10.6 eV
* total charge: +1
* calculated total energy: -2166.449194 hartree

Each line ends with the Mulliken charge.
Positions of all 50 atoms, in Å:
1 Ru 0.492 -0.955 -0.381  0.02
2 C -0.179 1.797 -1.053  -1.16
3 N -0.740 0.887 -0.020  1.10
4 C -0.477 1.347 1.353  -0.92
5 C -0.520 0.180 2.310  -0.93
6 N 0.591 -0.724 2.001  0.63
7 C 0.395 -2.151 2.378  -1.11
8 C 1.853 -0.224 2.525  -0.63
9 C 2.048 -0.103 3.896  -0.39
10 C 3.255 0.352 4.395  -0.98
11 C 4.271 0.715 3.518  -0.59
12 C 4.080 0.592 2.154  -0.63
13 C 2.872 0.098 1.657  1.26
14 S 2.690 -0.145 -0.058  -0.47
15 C -2.167 0.665 -0.245  -0.44
16 C -3.034 1.745 -0.375  -0.57
17 C -4.378 1.542 -0.634  -0.89
18 C -4.868 0.246 -0.743  -0.60
19 C -4.010 -0.826 -0.586  -0.85
20 C -2.649 -0.619 -0.345  1.18
21 S -1.617 -2.021 -0.173  -0.24
22 H -0.605 2.800 -0.981  0.43
23 H -0.410 1.392 -2.036  0.41
24 H 0.899 1.857 -0.932  0.37
25 H -1.220 2.089 1.653  0.36
26 H 0.510 1.813 1.377  0.69
27 H -1.458 -0.365 2.205  0.69
28 H -0.458 0.565 3.331  0.34
29 H 0.757 -2.350 3.388  0.43
30 H 0.950 -2.786 1.687  0.28
31 H -0.657 -2.409 2.323  0.48
32 H 1.257 -0.383 4.582  0.46
33 H 3.409 0.413 5.463  0.41
34 H 5.213 1.089 3.896  0.39
35 H 4.860 0.858 1.454  0.46
36 H -2.669 2.760 -0.279  0.38
37 H -5.039 2.389 -0.754  0.42
38 H -5.917 0.072 -0.939  0.41
39 H -4.369 -1.845 -0.653  0.47
40 I 3.264 0.526 -5.503  0.17
41 C 1.630 -0.405 -4.604  -0.63
42 C 0.573 -0.895 -5.357  -0.06
43 C -0.484 -1.500 -4.696  -0.93
44 C -0.464 -1.578 -3.317  -0.13
45 N 0.552 -1.090 -2.598  0.06
46 C 1.588 -0.520 -3.227  0.27
47 H 0.575 -0.810 -6.435  0.42
48 H -1.322 -1.903 -5.247  0.42
49 H -1.272 -2.037 -2.764  0.48
50 H 2.396 -0.147 -2.611  0.25


5.
ORCA calculation (ωB97M-V/def2-TZVPD) on a cluster of 2 separate species, C3HFO2 in total.

Calculated values
* Kohn-Sham gap: 10.95 eV
* HOMO level: -10.6 eV
* ΔE to the lowest compared entry with this formula, charge and spin: 0.0 kcal/mol
* calculated total energy: -365.180654 hartree
* SMILES: O=C=O.C#CF

Each line ends with the Mulliken charge.
Positions of all 7 atoms, in Å:
1 O -2.208 -0.015 0.014  -0.33
2 C -1.594 0.976 0.010  0.67
3 O -0.684 1.708 0.027  -0.34
4 C 0.542 -1.737 -0.013  -0.31
5 C 1.360 -0.848 0.015  0.22
6 F 2.359 -0.061 -0.042  -0.24
7 H -0.085 -2.610 0.021  0.33


6.
ORCA calculation (ωB97M-V/def2-TZVPD) on a cluster of 8 separate species, C42H90F2O24 in total.

Calculated values
* Kohn-Sham gap: 9.47 eV
* HOMO level: -9.0 eV
* ΔE to the lowest compared entry with this formula, charge and spin: 0.0 kcal/mol
* calculated total energy: -3659.312852 hartree
* SMILES: O=C1OC[C@@H](F)O1.O=C1OC[C@@H](F)O1.COCCOCCOC.COCCOCCOC.COCCOCCOC.COCCOCCOC.COCCOCCOC.COCCOCCOC

Each line ends with the Mulliken charge.
Positions of all 158 atoms, in Å:
1 O 6.088 -2.033 -1.381  -0.60
2 C 5.356 -1.842 -0.456  0.72
3 O 4.117 -2.324 -0.352  -0.32
4 C 3.564 -2.113 0.952  1.85
5 C 4.838 -1.573 1.694  0.21
6 F 5.478 -2.584 2.308  -0.29
7 O 5.631 -1.164 0.659  -0.39
8 H 2.812 -1.306 1.027  -0.67
9 H 3.189 -3.067 1.370  -0.98
10 H 4.768 -0.780 2.427  0.40
11 O 1.201 0.404 1.556  -0.69
12 C 0.432 0.431 0.618  0.47
13 O 0.891 0.533 -0.647  -0.08
14 C -0.255 0.626 -1.505  1.10
15 C -1.385 0.101 -0.648  1.03
16 F -1.653 -1.265 -0.974  -0.41
17 O -0.874 0.161 0.604  -0.25
18 H -0.486 1.664 -1.745  -1.27
19 H -0.006 0.062 -2.437  0.39
20 H -2.412 0.603 -0.624  -0.40
21 C 4.180 0.023 9.702  -0.67
22 O 4.308 -1.358 9.389  -0.35
23 C 3.072 -1.902 9.091  -0.73
24 C 3.456 -2.974 8.054  -0.56
25 O 3.299 -2.345 6.798  -0.24
26 C 3.702 -3.127 5.740  -0.98
27 C 2.713 -3.245 4.592  0.58
28 O 1.506 -3.920 4.939  -0.50
29 C 0.625 -3.887 3.862  -0.63
30 H 3.583 0.531 8.882  0.27
31 H 5.142 0.495 9.798  0.25
32 H 3.543 0.087 10.601  0.28
33 H 2.583 -1.167 8.501  0.37
34 H 2.627 -2.206 9.991  0.42
35 H 2.905 -3.885 8.241  0.41
36 H 4.432 -3.296 8.226  0.42
37 H 3.987 -4.088 6.061  0.57
38 H 4.599 -2.532 5.352  0.11
39 H 3.215 -3.724 3.777  -0.36
40 H 2.434 -2.215 4.267  0.39
41 H 1.023 -4.405 2.973  0.16
42 H 0.402 -2.852 3.554  0.26
43 H -0.313 -4.201 4.247  0.43
44 C 0.458 4.500 1.976  -0.80
45 O -0.328 3.664 1.064  -0.03
46 C -1.493 4.405 0.650  -0.83
47 C -2.377 3.409 0.036  0.44
48 O -2.768 2.388 0.941  0.20
49 C -3.525 2.833 2.104  -0.46
50 C -3.899 1.473 2.665  -0.73
51 O -4.651 1.689 3.830  -0.42
52 C -5.756 0.893 4.038  -0.07
53 H -0.289 4.967 2.637  0.35
54 H 1.121 5.215 1.463  0.27
55 H 1.240 3.827 2.489  0.20
56 H -1.332 5.305 -0.004  0.22
57 H -1.871 4.841 1.598  0.71
58 H -1.802 2.868 -0.714  -0.14
59 H -3.279 3.848 -0.378  -0.38
60 H -4.435 3.371 1.908  0.21
61 H -2.831 3.295 2.795  0.36
62 H -2.997 0.968 2.922  0.48
63 H -4.453 0.871 1.845  0.37
64 H -6.145 0.988 5.077  0.32
65 H -5.580 -0.168 3.859  0.31
66 H -6.553 1.268 3.404  -0.31
67 C -11.337 1.632 -0.667  -0.72
68 O -10.608 0.919 0.350  -0.34
69 C -10.079 1.687 1.455  -0.74
70 C -8.553 1.446 1.522  -0.35
71 O -8.023 2.042 0.347  -0.22
72 C -6.662 1.742 0.126  0.04
73 C -6.165 2.604 -0.956  -0.13
74 O -6.008 3.981 -0.594  -0.36
75 C -5.626 4.827 -1.698  -0.69
76 H -11.148 1.201 -1.682  0.23
77 H -11.088 2.661 -0.748  0.34
78 H -12.441 1.508 -0.444  0.27
79 H -10.589 1.435 2.402  0.43
80 H -10.266 2.818 1.342  0.30
81 H -8.396 0.363 1.586  0.36
82 H -8.172 1.835 2.438  0.20
83 H -6.523 0.708 -0.127  0.46
84 H -6.014 1.845 1.018  -0.44
85 H -6.746 2.334 -1.890  0.37
86 H -5.136 2.231 -1.144  0.05
87 H -5.408 5.815 -1.320  0.29
88 H -6.415 4.872 -2.521  0.31
89 H -4.712 4.464 -2.185  0.17
90 C 2.635 -7.414 3.910  -0.66
91 O 3.316 -7.680 2.694  -0.32
92 C 4.634 -7.137 2.551  -0.90
93 C 4.641 -5.644 2.241  -0.86
94 O 3.436 -5.185 1.618  0.50
95 C 3.318 -5.693 0.321  -0.83
96 C 1.932 -5.189 -0.141  -0.25
97 O 0.948 -5.582 0.728  -0.38
98 C -0.330 -4.990 0.401  -0.69
99 H 1.655 -7.739 3.715  0.26
100 H 2.517 -6.370 4.223  0.21
101 H 3.128 -7.913 4.736  0.36
102 H 5.068 -7.669 1.708  0.33
103 H 5.289 -7.482 3.366  0.38
104 H 5.479 -5.314 1.680  0.59
105 H 4.761 -5.049 3.123  0.32
106 H 3.329 -6.796 0.293  0.48
107 H 3.966 -5.242 -0.398  0.32
108 H 1.759 -5.534 -1.162  0.46
109 H 1.879 -4.111 -0.179  0.10
110 H -1.125 -5.637 0.720  0.27
111 H -0.409 -4.763 -0.683  0.35
112 H -0.387 -4.040 0.944  0.17
113 C 3.952 -2.118 -6.845  -0.88
114 O 3.142 -1.116 -7.360  -0.37
115 C 1.759 -1.253 -7.262  -0.77
116 C 1.152 0.077 -7.188  -0.52
117 O 1.446 0.736 -5.879  -0.13
118 C 1.429 2.156 -5.969  0.25
119 C 0.078 2.844 -6.050  -0.19
120 O -0.477 2.877 -7.300  -0.48
121 C 0.022 3.743 -8.365  -0.75
122 H 4.955 -1.990 -7.117  0.29
123 H 3.621 -3.105 -7.102  0.40
124 H 3.965 -2.029 -5.785  0.32
125 H 1.489 -1.895 -6.453  0.42
126 H 1.414 -1.707 -8.164  0.38
127 H 0.069 0.151 -7.358  0.40
128 H 1.575 0.740 -7.958  0.25
129 H 2.155 2.477 -6.722  0.33
130 H 1.769 2.561 -4.972  -0.35
131 H 0.181 3.846 -5.687  0.43
132 H -0.609 2.278 -5.377  0.00
133 H -0.807 4.196 -8.926  0.25
134 H 0.724 3.180 -9.015  0.25
135 H 0.611 4.514 -7.877  0.34
136 C 4.671 1.544 -5.698  -0.60
137 O 4.100 2.187 -4.561  -0.44
138 C 3.875 1.351 -3.500  -0.62
139 C 3.279 2.051 -2.276  -0.42
140 O 2.046 2.587 -2.603  0.26
141 C 1.522 3.644 -1.781  -0.39
142 C 0.612 4.429 -2.666  -0.85
143 O -0.686 3.720 -2.811  -0.10
144 C -1.632 4.401 -3.565  -0.99
145 H 4.548 2.359 -6.466  0.23
146 H 4.137 0.646 -6.015  0.15
147 H 5.792 1.416 -5.641  0.35
148 H 4.711 0.793 -3.170  0.79
149 H 3.148 0.667 -3.917  0.18
150 H 4.048 2.781 -1.870  0.29
151 H 3.106 1.256 -1.522  -0.03
152 H 2.260 4.301 -1.391  0.53
153 H 0.969 3.184 -0.920  -0.10
154 H 1.081 4.512 -3.663  0.41
155 H 0.451 5.438 -2.183  0.47
156 H -2.211 3.597 -4.037  0.32
157 H -1.239 5.066 -4.365  0.41
158 H -2.296 5.044 -2.957  0.22


7.
ORCA calculation (ωB97M-V/def2-TZVPD) on the molecule C5H10O.

Calculated values
* Kohn-Sham gap (alpha / beta): 7.76 / 8.11 eV
* HOMO level (alpha / beta): -7.4 / -7.4 eV
* ΔE to the lowest compared entry with this formula, charge and spin: 139.5 kcal/mol
* calculated total energy: -271.530283 hartree

Each line ends with the Mulliken charge.
Positions of all 16 atoms, in Å:
1 C 1.767 -0.046 0.005  -1.18
2 C 0.584 0.813 -0.305  -0.25
3 C -0.445 0.330 -1.207  -0.40
4 C -1.494 -0.516 -0.395  -0.45
5 O -0.887 -1.214 0.634  -0.34
6 C -0.676 -0.080 1.461  -0.64
7 H 2.423 -0.171 -0.867  0.33
8 H 2.375 0.373 0.814  0.33
9 H 1.431 -1.054 0.297  0.37
10 H 0.699 1.886 -0.169  0.38
11 H -0.972 1.099 -1.777  0.29
12 H -0.014 -0.402 -1.908  0.31
13 H -2.145 -1.176 -0.987  0.30
14 H -1.392 0.608 0.674  0.38
15 H -1.437 -0.101 2.250  0.32
16 H 0.307 -0.049 1.940  0.28


8.
ORCA calculation (ωB97M-V/def2-TZVPD) on a cluster of 8 separate species, C6H28O11 in total.

Calculated values
* Kohn-Sham gap: 10.23 eV
* HOMO level: -10.2 eV
* ΔE to the lowest compared entry with this formula, charge and spin: 104.8 kcal/mol
* calculated total energy: -1072.971846 hartree
* SMILES: OCCO.OCCO.OCCO.O.O.O.O.O

Each line ends with the Mulliken charge.
Positions of all 45 atoms, in Å:
1 O 1.198 1.629 1.353  -0.65
2 C 2.292 0.841 0.936  -0.14
3 C 2.420 -0.434 1.700  -0.19
4 O 2.409 -0.209 3.100  -0.59
5 H 1.107 1.562 2.342  0.32
6 H 2.196 0.560 -0.111  -0.01
7 H 3.180 1.462 0.962  0.42
8 H 3.281 -0.996 1.369  0.44
9 H 1.524 -1.029 1.383  0.01
10 H 2.438 -1.045 3.540  0.34
11 O -1.733 -1.925 2.610  -0.60
12 C -1.268 -0.798 1.927  -0.46
13 C -2.308 0.138 1.346  -0.35
14 O -1.599 0.971 0.470  -0.40
15 H -1.974 -1.628 3.538  0.35
16 H -0.636 -0.217 2.538  0.43
17 H -0.785 -1.146 1.018  0.28
18 H -2.867 0.684 2.134  0.22
19 H -3.059 -0.539 0.843  0.29
20 H -0.663 0.927 0.757  0.27
21 O 0.706 1.392 -2.685  -0.51
22 C 0.793 2.819 -2.675  -0.68
23 C 0.907 3.329 -1.221  0.22
24 O 2.256 3.207 -0.856  -0.55
25 H 1.441 1.046 -2.181  0.33
26 H 1.723 3.165 -3.122  0.31
27 H -0.129 3.026 -3.209  0.37
28 H 0.380 2.580 -0.598  -0.23
29 H 0.529 4.326 -1.016  0.43
30 H 2.335 3.416 0.126  0.32
31 O 1.620 -3.104 -0.278  -0.63
32 H 0.825 -3.430 0.067  0.34
33 H 1.202 -2.482 -0.924  0.32
34 O -2.818 1.040 -2.037  -0.64
35 H -2.012 1.064 -1.473  0.33
36 H -3.453 1.507 -1.517  0.31
37 O -0.653 -3.898 1.170  -0.65
38 H -0.817 -3.483 2.010  0.28
39 H -1.568 -4.068 0.972  0.32
40 O 0.313 -1.480 -2.597  -0.68
41 H 0.376 -0.573 -2.980  0.41
42 H -0.674 -1.575 -2.420  0.34
43 O -2.494 -2.443 -2.006  -0.65
44 H -2.868 -1.644 -1.568  0.32
45 H -3.075 -2.547 -2.738  0.29


calculated total energy of number 8 (C6H28O11)? -1072.971846 hartree